Entry from the OMol25 dataset: a molecular structure, C27H28CaCl3N6O10S2 (ωB97M-V with the def2-TZVPD basis set).

CARTESIAN COORDINATES (ANGSTROEM)
Ca -0.4697 0.9064 0.2671
O -0.1372 1.1383 -3.4394
C 0.0526 0.5901 -2.3572
O -0.7810 0.0216 -1.5765
C 1.4562 0.4643 -1.7206
O 2.2809 -0.3276 -2.1796
O 1.5536 1.1041 -0.6085
S 1.5802 8.3780 1.6402
N 0.6786 7.7242 0.4609
C 0.6172 6.4248 0.6818
C -0.0719 5.4548 -0.1317
C -0.7777 5.7854 -1.2927
C -1.3730 4.7809 -2.0145
C -1.2229 3.4593 -1.5882
N -0.5662 3.1348 -0.4906
C -0.0135 4.1042 0.2491
C 0.6758 3.7025 1.4759
N 0.6474 2.4055 1.8084
C 1.2642 2.0116 2.9048
C 1.9738 2.8752 3.7414
C 2.0191 4.2104 3.4166
C 1.3570 4.6460 2.2670
C 1.3377 6.0252 1.8520
N 1.9265 7.0286 2.4732
H -0.8355 6.8211 -1.6007
H -1.9426 4.9948 -2.9072
H -1.6358 2.6400 -2.1629
H 1.2076 0.9527 3.1188
H 2.4690 2.4890 4.6213
H 2.5484 4.9390 4.0165
C 2.4997 -2.4955 1.4322
S 2.0000 -0.9295 0.6050
C 3.3903 -0.0143 1.3473
O 0.7706 -0.5660 1.3866
H 3.4517 -2.8077 1.0038
H 1.7320 -3.2284 1.1952
H 2.5681 -2.3736 2.5123
H 4.3069 -0.4953 1.0111
H 3.3097 -0.0315 2.4324
H 3.3329 0.9977 0.9599
Cl -1.3586 -0.0076 4.0648
C -1.4960 -0.5810 5.7539
Cl -0.4107 -1.9343 6.0888
H -2.5124 -0.9159 5.9238
H -1.2203 0.2265 6.4217
O -2.8028 3.2832 1.2110
Cl -2.9970 1.8683 1.0995
O -2.9440 1.4582 -0.2671
O -4.2394 1.5042 1.6954
O -1.9285 1.2040 1.8159
C -1.8918 -4.6545 -5.0718
C -0.6787 -5.1221 -4.2728
N -0.5069 -4.3865 -3.0268
C 0.5379 -3.3672 -2.9967
C 0.3309 -2.2848 -4.0467
C -1.3012 -4.7407 -1.9928
O -2.1080 -5.6624 -2.0818
C -1.1769 -4.0099 -0.6850
C -0.7151 -4.7056 0.4246
C -0.7463 -4.0923 1.6653
C -1.2560 -2.8049 1.7515
N -1.7146 -2.1326 0.7027
C -1.6799 -2.7244 -0.4872
H -1.9541 -5.2182 -6.0041
H -1.8144 -3.5947 -5.3074
H -2.8003 -4.8227 -4.4964
H 0.2316 -4.9969 -4.8606
H -0.8004 -6.1783 -4.0246
H 1.5040 -3.8589 -3.1630
H 0.5623 -2.9024 -2.0138
H 0.4111 -2.6836 -5.0595
H 1.0882 -1.5148 -3.9145
H -0.6443 -1.8136 -3.9227
H -0.3455 -5.7178 0.3134
H -0.3933 -4.5999 2.5534
H -1.3248 -2.3089 2.7105
H -2.0847 -2.1477 -1.3113

Its total charge is -1. The relative energy (zero: lowest compared OMol25 entry of this formula, charge and spin) comes out at 173.07 kJ/mol. The value obtained for the HOMO-LUMO gap is 6.541 eV.



Entry from the OMol25 dataset: a molecular structure, C27H28Cl2F3NO5OsS (ωB97M-V with the def2-TZVPD basis set).

CARTESIAN COORDINATES (ANGSTROEM)
Os -0.6994 0.3567 1.3649
C 0.6622 0.7823 4.6217
C 0.4499 1.2964 3.2403
C -0.7543 2.0088 2.9093
C -1.8511 2.2538 3.9096
C -0.8924 2.5676 1.5988
C -2.1599 3.2806 1.2176
C 0.2439 2.6143 0.7443
C 0.2331 3.4160 -0.5022
C 1.3792 1.7893 1.0305
C 2.5225 1.7766 0.0789
C 1.4034 1.0247 2.2240
C 2.5044 0.0337 2.4809
H 1.2282 1.5481 5.1660
H 1.2420 -0.1331 4.6456
H -0.2686 0.6068 5.1491
H -2.6693 1.5414 3.7921
H -2.2526 3.2570 3.7879
H -1.4800 2.1712 4.9262
H -2.0940 4.3456 1.4527
H -3.0138 2.8687 1.7477
H -2.3612 3.1831 0.1535
H 0.9558 4.2315 -0.3804
H -0.7304 3.8586 -0.7200
H 0.5587 2.8215 -1.3564
H 2.2309 1.3486 -0.8843
H 3.3791 1.2315 0.4539
H 2.8305 2.8084 -0.1077
H 3.2824 0.4714 3.1118
H 2.9586 -0.3089 1.5576
H 2.1201 -0.8439 2.9980
Cl 0.9881 0.6371 -5.6783
C 2.0671 -0.0518 -4.5151
C 3.4319 0.0240 -4.7228
C 4.2958 -0.5304 -3.7923
C 3.7977 -1.1090 -2.6402
C 2.4278 -1.1610 -2.4241
Cl 1.8686 -1.7259 -0.8803
C 1.5236 -0.6836 -3.3852
N 0.1349 -0.7302 -3.2418
C -0.6503 -1.8236 -2.8614
C -0.1875 -3.1322 -3.0197
C -0.9770 -4.2069 -2.6581
C -2.2464 -4.0000 -2.1368
C -2.7180 -2.7116 -1.9916
C -1.9457 -1.6138 -2.3607
C -2.4840 -0.2197 -2.0817
C -1.9571 0.1636 -0.7481
O -2.4850 -0.1084 0.3718
O -0.8137 0.7637 -0.6428
H 3.8080 0.4988 -5.6180
H 5.3632 -0.4969 -3.9593
H 4.4663 -1.5076 -1.8889
H -0.3415 0.0419 -3.6695
H 0.7871 -3.2893 -3.4612
H -0.6122 -5.2151 -2.8011
H -2.8715 -4.8386 -1.8633
H -3.7130 -2.5535 -1.5899
H -3.5728 -0.2519 -2.0671
H -2.1710 0.5475 -2.7887
F -2.9545 -3.1337 1.1607
C -2.6706 -2.6282 2.3413
F -2.8882 -3.5053 3.2900
F -3.3833 -1.5313 2.5564
S -0.8495 -2.1966 2.3650
O -0.1609 -3.2960 2.9080
O -0.7829 -0.8828 3.1020
O -0.4816 -1.7495 0.9812

Its total charge is +2. The value obtained for the HOMO-LUMO gap (alpha / beta) is 3.595 / 3.596 eV.



Entry from the OMol25 dataset: 2 unconnected molecules or ions with the total composition C27H28ClF3N6O3 (ωB97M-V with the def2-TZVPD basis set).

CARTESIAN COORDINATES (ANGSTROEM)
O -2.5664 -4.4689 -6.1885
O 2.4408 4.3262 3.5679
O 1.0654 4.2210 0.0415
F 1.6572 0.3056 -3.0025
F 0.9373 -0.3372 -1.0091
F 0.0555 1.4411 -1.9665
Cl -1.8748 -5.7431 -0.0955
N -5.0217 -5.4296 -2.8401
N -1.2789 -3.3754 -4.7013
C -2.3575 -4.1777 -5.0221
C 3.6259 4.2098 3.2973
C 2.0491 4.6773 0.6135
C -4.5078 -5.3358 -4.0466
C -1.1021 -3.0618 -3.4485
C -3.2723 -4.6102 -4.0041
C -3.0541 -4.2906 -2.7223
C 0.9971 0.3174 3.9770
C -4.8261 -4.0886 2.0821
C -5.7914 -3.7626 1.1268
C 0.2630 0.9286 2.9461
C 2.4024 0.3236 3.9356
C -3.6257 -4.6841 1.6828
C -5.5501 -4.0272 -0.2243
C 0.9323 1.5562 1.8805
C 3.0716 0.9509 2.8689
C -3.3745 -4.9463 0.3310
C -4.3399 -4.6049 -0.6386
C 2.3388 1.5810 1.8422
N -1.9393 -3.5191 -2.4405
N -4.1246 -4.8178 -2.0047
N 2.0114 5.9745 0.9499
N 4.1051 4.0410 2.0617
C 4.6517 4.2859 4.4033
C 3.0827 6.8411 1.4431
C -0.9998 -0.0813 -4.1897
C 0.5651 0.2045 -2.1989
C 0.0141 -2.1322 -3.0837
C -0.5097 -0.6874 -2.8556
C 3.0630 2.2706 0.6957
C 3.3085 3.7901 0.8447
H -4.9653 -5.7269 -4.9509
H 0.4809 -0.1540 4.8012
H -5.0137 -3.8893 3.1338
H -6.7308 -3.3089 1.4310
H -0.8165 0.9298 2.9765
H 2.9665 -0.1490 4.7264
H -2.8823 -4.9556 2.4263
H -6.3020 -3.7784 -0.9688
H 0.3623 2.0342 1.0963
H 4.1510 0.9558 2.8429
H -1.7221 -3.2951 -1.4751
H 1.1085 6.3982 0.8020
H 5.1036 3.9702 1.9714
H 4.1306 4.2918 5.3599
H 5.2317 5.2001 4.2985
H 5.3035 3.4166 4.3552
H 2.8697 7.8769 1.1764
H 3.1431 6.7718 2.5305
H 4.0391 6.5601 1.0021
H -1.3376 0.9502 -4.0464
H -1.8422 -0.6523 -4.5927
H -0.1968 -0.0801 -4.9346
H 0.4952 -2.5131 -2.1790
H 0.7637 -2.1355 -3.8819
H -1.3558 -0.7157 -2.1616
H 4.0317 1.7860 0.5688
H 2.5103 2.0872 -0.2262
H 3.9524 4.0603 0.0092

Its total charge is 0. The value obtained for the HOMO-LUMO gap is 9.084 eV. As for the SMILES: C[C@@H](Cc1nc(=O)c2cnn(-c3ccccc3Cl)c2[nH]1)C(F)(F)F.CNC(=O)[C@H](Cc1ccccc1)NC(C)=O.